[1]
{"formula": "C31H21Br3N4O5S3W", "method": "ωB97M-V with the def2-TZVPD basis set", "charge": 2, "e_lumo_ha": -0.2860, "multiplicity": 1, "orbital_gap_ev": 5.441, "e_above_lowest_kcal_mol": 11.1, "species": ["W", "O", "C", "C", "C", "C", "C", "C", "C", "O", "N", "N", "C", "S", "C", "C", "S", "H", "H", "H", "H", "H", "H", "H", "H", "H", "Br", "C", "C", "C", "Br", "C", "C", "C", "C", "N", "C", "C", "O", "H", "H", "H", "H", "O", "C", "O", "C", "C", "C", "C", "C", "C", "S", "H", "H", "H", "H", "Br", "C", "C", "C", "C", "C", "N", "H", "H", "H", "H"], "coordinates": [[0.22017, 0.47698, -0.08117], [-4.14606, -2.85529, 1.28893], [-4.16589, -2.68163, -0.03815], [-5.17303, -3.33601, -0.74825], [-5.25303, -3.20537, -2.11630], [-4.33580, -2.42040, -2.82234], [-3.34097, -1.76923, -2.13859], [-3.23652, -1.88548, -0.74004], [-2.18135, -1.19394, -0.04266], [-1.36500, -0.39374, -0.73460], [-1.94608, -1.27667, 1.22630], [-0.88730, -0.44538, 1.58103], [-0.72030, -0.42563, 2.90096], [-1.73096, -1.40516, 3.90274], [-1.23362, -0.61729, 5.45819], [0.20413, -0.17145, 5.32199], [0.40127, 0.59921, 3.68652], [-3.42180, -2.35112, 1.69344], [-5.87852, -3.94047, -0.19569], [-6.03962, -3.72094, -2.65088], [-4.40981, -2.32940, -3.89649], [-2.61858, -1.16293, -2.66870], [-1.35018, -1.35277, 6.25264], [-1.90360, 0.22058, 5.64719], [0.89897, -1.00869, 5.38051], [0.47641, 0.57433, 6.06698], [3.77639, 2.08856, -3.25464], [3.40525, 0.32297, -2.79743], [4.19348, -0.73759, -3.30937], [3.93185, -2.04245, -3.00049], [5.01126, -3.40075, -3.71352], [2.84290, -2.38780, -2.14585], [2.43594, -3.67656, -1.76241], [1.34396, -3.82681, -0.93826], [0.65159, -2.70359, -0.48442], [1.01147, -1.47530, -0.83384], [2.08631, -1.32027, -1.64356], [2.36945, 0.01778, -1.96471], [1.51135, 0.89740, -1.39417], [5.02063, -0.49323, -3.96138], [2.98354, -4.54000, -2.11617], [1.01040, -4.80685, -0.63037], [-0.19907, -2.80828, 0.17689], [3.78517, -0.01906, 0.74249], [2.88566, 0.64050, 1.15576], [1.60695, 0.10149, 1.14840], [2.93639, 1.98159, 1.75923], [4.13934, 2.38039, 2.33721], [4.23820, 3.60772, 2.96930], [3.13504, 4.45089, 3.01287], [1.93977, 4.07628, 2.42025], [1.83203, 2.84049, 1.79096], [0.27893, 2.54458, 0.99309], [4.98611, 1.70909, 2.28721], [5.17186, 3.90790, 3.42396], [3.20649, 5.41412, 3.49943], [1.09303, 4.74998, 2.43440], [-0.26005, 0.27560, -3.72142], [-1.10539, 1.73108, -2.86942], [-1.83674, 2.55550, -3.71633], [-2.60700, 3.56629, -3.17989], [-2.63985, 3.69664, -1.79773], [-1.85862, 2.86102, -1.03659], [-1.05291, 1.90370, -1.54388], [-1.80178, 2.37608, -4.78041], [-3.18368, 4.21727, -3.82227], [-3.25372, 4.43593, -1.30487], [-1.88483, 2.96561, 0.03839]], "forces_ev_per_angstrom": [[-0.4, 0.0, 0.1], [0.0, 0.0, 0.1], [0.0, 0.0, -0.1], [0.0, 0.0, 0.0], [0.0, 0.0, 0.0], [0.0, 0.0, 0.0], [0.0, 0.0, 0.0], [-0.1, -0.1, 0.1], [0.2, 0.0, 0.2], [-0.3, 0.1, -0.1], [0.0, 0.1, 0.0], [0.0, -0.1, -0.2], [-0.1, 0.0, 0.1], [0.1, 0.0, 0.0], [0.0, 0.0, 0.0], [0.0, 0.0, 0.0], [0.0, -0.1, 0.0], [0.0, 0.0, 0.0], [0.0, 0.0, 0.0], [0.0, 0.0, 0.0], [0.0, 0.0, 0.0], [0.0, 0.0, 0.0], [0.0, 0.0, 0.0], [0.0, 0.0, 0.0], [0.0, 0.0, 0.0], [0.0, 0.0, 0.0], [0.0, 0.1, 0.0], [-0.1, -0.2, 0.1], [0.1, 0.0, -0.1], [0.0, 0.0, 0.0], [0.0, 0.0, 0.0], [-0.1, 0.2, 0.0], [0.0, 0.0, 0.0], [0.0, 0.0, 0.0], [0.1, 0.1, 0.0], [0.0, -0.4, 0.1], [0.1, 0.2, -0.1], [0.0, -0.2, 0.1], [0.2, 0.2, 0.0], [0.0, 0.0, 0.0], [0.0, 0.0, 0.0], [0.0, 0.0, 0.0], [0.0, 0.0, 0.0], [0.1, 0.2, 0.1], [-0.1, -0.3, -0.1], [0.0, 0.1, -0.1], [0.1, 0.1, 0.0], [-0.1, 0.0, 0.0], [0.0, 0.0, 0.0], [0.1, 0.0, 0.0], [-0.1, 0.0, 0.0], [0.1, -0.1, 0.0], [0.1, 0.2, 0.1], [0.0, 0.0, 0.0], [0.0, 0.0, 0.0], [0.0, 0.0, 0.0], [0.0, 0.0, 0.0], [0.0, 0.0, 0.0], [-0.1, 0.1, -0.2], [0.0, 0.0, 0.0], [0.0, 0.0, 0.1], [0.0, 0.0, -0.1], [0.0, 0.0, 0.1], [0.0, 0.0, 0.0], [0.0, 0.0, 0.0], [0.0, 0.0, 0.0], [0.0, 0.0, 0.0], [0.0, 0.0, -0.1]]}

---

[2]
{"formula": "C16H20N4O2", "method": "ωB97M-V with the def2-TZVPD basis set", "charge": 0, "e_lumo_ha": 0.0278, "multiplicity": 1, "smiles": "Cc1ccc(-c2noc(CN3CCC(C(N)=O)CC3)n2)cc1", "orbital_gap_ev": 9.480, "e_above_lowest_kcal_mol": 36.7, "species": ["C", "C", "C", "C", "C", "C", "N", "O", "C", "C", "N", "C", "C", "C", "C", "N", "O", "C", "C", "N", "C", "C", "H", "H", "H", "H", "H", "H", "H", "H", "H", "H", "H", "H", "H", "H", "H", "H", "H", "H", "H", "H"], "coordinates": [[7.31414, 1.42066, -0.57882], [5.94626, 0.85166, -0.35951], [4.98631, 1.54322, 0.36918], [3.72556, 1.01304, 0.56361], [3.40333, -0.22981, 0.02586], [2.08245, -0.78398, 0.23177], [1.67906, -1.93439, -0.24696], [0.39506, -2.06762, 0.17886], [0.10904, -0.97216, 0.89561], [-1.23917, -0.81148, 1.49905], [-2.03602, 0.11681, 0.71616], [-3.23342, 0.52800, 1.42384], [-3.90921, 1.66086, 0.65847], [-4.31108, 1.19702, -0.74701], [-5.45899, 0.19287, -0.67710], [-6.63854, 0.75155, -0.30850], [-5.36770, -0.98873, -0.91703], [-3.07814, 0.61700, -1.44196], [-2.38960, -0.43793, -0.58244], [1.10959, -0.15443, 0.96312], [4.35936, -0.93149, -0.70768], [5.61407, -0.39125, -0.89406], [7.43686, 2.36101, -0.04771], [7.48264, 1.59715, -1.64081], [8.07572, 0.72219, -0.23494], [5.23013, 2.50863, 0.78949], [2.97737, 1.54678, 1.12867], [-1.70702, -1.80923, 1.57736], [-1.10831, -0.39112, 2.49925], [-2.94466, 0.88419, 2.41632], [-3.94086, -0.31157, 1.54786], [-3.19910, 2.48411, 0.56536], [-4.77731, 2.01164, 1.22001], [-4.67256, 2.05950, -1.31957], [-6.74478, 1.73758, -0.15480], [-7.45302, 0.16358, -0.24626], [-3.36690, 0.16268, -2.39042], [-2.37461, 1.42784, -1.63893], [-1.47567, -0.76048, -1.08563], [-3.05193, -1.31076, -0.47600], [4.09800, -1.89364, -1.11939], [6.35442, -0.93636, -1.46216]], "forces_ev_per_angstrom": [[0.0, 0.0, 0.0], [-0.1, 0.0, 0.0], [0.1, 0.0, -0.1], [-0.2, -0.3, -0.1], [0.6, 0.2, -0.1], [-1.0, -0.6, 0.0], [1.1, 0.0, -0.4], [-0.7, 0.2, 0.4], [0.6, 0.2, 0.0], [-0.2, -0.1, -0.1], [0.1, 0.0, 0.1], [0.0, 0.3, 0.1], [-0.1, -0.1, 0.1], [0.2, 0.0, -0.1], [0.0, 0.6, 0.0], [-0.5, 0.1, 0.1], [0.1, -0.5, -0.1], [-0.2, -0.2, 0.1], [0.1, 0.0, -0.3], [-0.4, 0.1, 0.2], [-0.1, 0.1, 0.1], [0.0, 0.0, 0.0], [0.1, 0.1, 0.0], [0.1, 0.0, 0.0], [0.1, 0.0, 0.0], [0.0, 0.1, 0.0], [-0.1, 0.1, 0.1], [0.0, 0.1, 0.1], [0.0, -0.1, -0.1], [-0.1, -0.1, 0.0], [0.0, 0.0, 0.1], [0.0, 0.0, 0.0], [0.0, 0.1, 0.0], [0.0, -0.1, 0.1], [0.0, 0.0, 0.0], [0.1, 0.0, 0.0], [0.0, 0.0, 0.0], [0.0, 0.0, 0.0], [0.0, 0.0, 0.0], [0.1, 0.0, 0.0], [0.0, -0.1, -0.1], [0.1, -0.1, -0.1]]}